Molecular formula: C15H17N3O5PTi
Method: DFT, wB97M-V/def2-TZVPD

Calculated values
Multiplicity: 2
Calculated total energy (eV): -62929.860
⟨S²⟩: 0.753
Total charge: +2
Molar mass (Da): 398.2
LUMO energy (spin up / spin down) (eV): -7.6 / -7.5
HOMO-LUMO gap (spin up / spin down) (eV): 8.0 / 8.9

Cartesian coordinates (Å):
Ti: 0.305677 0.278292 -0.081935
O: 2.116399 -0.572413 3.374022
C: 1.773644 -0.422571 2.247765
N: 0.759849 0.438152 1.745321
C: 0.264103 1.594921 2.404469
O: 0.180601 1.794472 3.571609
C: -0.108639 2.636764 1.361935
C: -0.548579 3.881237 1.712751
C: -0.723182 4.830731 0.710710
C: -0.443685 4.496291 -0.603886
C: -0.020588 3.217104 -0.890226
N: 0.142983 2.290482 0.071251
C: 2.468276 -1.100952 1.080996
C: 3.499102 -1.982687 1.273335
C: 4.139218 -2.507192 0.159655
C: 3.722969 -2.132971 -1.109732
C: 2.673889 -1.254130 -1.232617
N: 2.049041 -0.735602 -0.156426
H: -0.718060 4.099673 2.759191
H: -1.057373 5.831454 0.959803
H: -0.545371 5.216607 -1.403812
H: 0.205969 2.917186 -1.902356
H: 3.793691 -2.226510 2.285903
H: 4.965454 -3.197722 0.279846
H: 4.208798 -2.512326 -1.998678
H: 2.322131 -0.944730 -2.203711
C: -2.415315 -1.319213 1.550466
O: -2.466409 -1.669094 0.138226
P: -1.217038 -1.711459 -0.821902
O: -1.110328 -0.075563 -1.432482
C: -2.337419 0.582553 -1.956243
O: -1.866871 -2.305982 -2.105340
C: -2.172893 -3.737672 -2.272614
H: -3.263397 -1.796370 2.021414
H: -2.512087 -0.246992 1.665381
H: -1.497397 -1.670700 2.007413
H: -2.448552 1.524514 -1.438814
H: -3.188424 -0.060640 -1.773245
H: -2.180213 0.725458 -3.016430
H: -2.884003 -4.040045 -1.509001
H: -1.254032 -4.313406 -2.215827
H: -2.611946 -3.818945 -3.256176

Forces on atoms 1 to 2 (eV/Å):
Ti 0.2 -0.5 -1.1
O 0.0 0.0 0.2

Molecular formula: C15H17N7O2RuS7
Method: DFT, wB97M-V/def2-TZVPD

Calculated values
Multiplicity: 2
Calculated total energy (eV): -108790.422
⟨S²⟩: 0.766
Total charge: -1
Molar mass (Da): 652.9
LUMO energy (spin up / spin down) (eV): 1.9 / 1.6
HOMO-LUMO gap (spin up / spin down) (eV): 6.6 / 6.5
Relative energy (zero: lowest compared OMol25 entry of this formula, charge and spin) (kcal/mol): 13.0

Cartesian coordinates (Å):
Ru: 0.312379 0.573835 -2.120497
S: 0.745879 -1.577156 -1.109556
C: 2.472287 -1.458699 -1.040430
C: 3.119456 -2.372810 -0.149663
N: 3.505394 -3.106534 0.655028
C: 3.197594 -0.552304 -1.767566
S: 2.463459 0.600056 -2.861254
C: 4.626388 -0.532347 -1.661443
N: 5.772589 -0.497209 -1.546841
N: 1.023838 1.760093 -0.496829
C: 0.492533 1.234855 0.766926
C: 0.618006 2.196142 1.967410
C: 1.495196 1.664687 3.103319
C: 0.744337 0.680288 4.000112
N: 0.119603 -0.398043 3.248484
C: 0.802736 -1.413448 2.730819
N: 2.012155 -1.763888 3.190713
N: 0.250965 -2.115695 1.744679
C: -0.950938 0.773860 0.473163
O: -1.657270 0.410135 1.434797
O: -1.309819 0.797210 -0.736460
H: 2.032603 1.876279 -0.503504
H: 0.601096 2.658306 -0.733126
H: 1.053993 0.318219 0.966416
H: -0.380358 2.416970 2.354130
H: 1.025989 3.144613 1.612904
H: 1.853961 2.489453 3.723560
H: 2.383267 1.180497 2.684385
H: -0.062380 1.193428 4.525313
H: 1.394807 0.270781 4.775910
H: -0.667532 -0.104111 2.637436
H: 2.471769 -1.144965 3.834317
H: 2.628914 -2.299160 2.571912
H: -0.524032 -1.686521 1.246373
H: 0.833605 -2.729028 1.196724
N: -0.223046 3.394966 -3.484254
C: -0.011326 2.353326 -3.025214
C: -3.605640 -3.021346 -2.396747
S: -3.380317 -1.635115 -1.258502
C: -3.596268 -0.284324 -2.360027
C: -2.700872 0.179903 -3.256570
S: -1.162400 -0.586888 -3.577562
S: -3.203879 1.610505 -4.124129
C: -4.754047 1.807507 -3.404164
S: -5.813788 3.020478 -3.783457
S: -5.095557 0.592587 -2.231286
H: -3.638631 -3.922063 -1.784964
H: -2.771596 -3.073490 -3.093336
H: -4.545101 -2.923832 -2.937448

Forces on atoms 1 to 2 (eV/Å):
Ru 0.0 0.2 0.1
S 0.3 0.1 -0.6

- What is the formula in the second record?
  C15H17N7O2RuS7